(1)
7
Properties=species:S:1:pos:R:3 method="wB97M-V/def2-TZVPD" total_charge=0 relative_energy_kcal_mol=13.85 multiplicity=1 smiles=CPBr energy_ev=-80432.686 homo_lumo_gap_ha=0.329 homo_ev=-9.6
C -0.67 0.33 -0.33
P 0.50 -1.10 -0.07
Br 2.52 0.40 0.21
H -0.51 0.76 -1.37
H -0.41 1.19 0.32
H -1.68 -0.11 0.01
H 0.23 -1.48 1.24



(2)
9
Properties=species:S:1:pos:R:3 method="wB97M-V/def2-TZVPD" total_charge=+1 relative_energy_kcal_mol=26.27 multiplicity=1 energy_ev=-37476.518 homo_lumo_gap_ha=0.380 homo_ev=-16.1
C -1.01 0.08 0.71
O 0.51 -0.05 -1.65
P 0.60 0.20 -0.16
Cl 2.10 -1.52 0.41
Cl 1.45 1.88 0.16
H -1.18 -1.04 0.87
H -1.62 0.54 0.02
H -0.91 0.67 1.64
H 0.07 -0.77 -2.01



(3)
12
Properties=species:S:1:pos:R:3 method="wB97M-V/def2-TZVPD" total_charge=0 relative_energy_kcal_mol=0.00 multiplicity=1 energy_ev=-52984.421 homo_lumo_gap_ha="0.313 / 0.235" homo_ev="-9.0 / -7.6"
C -3.20 0.07 0.17
N 0.24 0.63 -1.42
N 0.42 -0.24 1.21
O 0.59 2.30 0.50
P -0.01 1.04 0.21
Cl -3.78 -0.19 1.82
Cl -4.18 1.06 -0.87
Cl -2.54 -1.32 -0.64
H -0.09 1.42 -1.95
H -0.17 -0.22 -1.75
H 0.06 -0.07 2.13
H 0.09 -1.12 0.85